Computed, not measured: a structure of composition C34H95NO13 at a distorted geometry, with ωB97M-V with the def2-TZVPD basis set.

As for the molecular weight: 726.128 g/mol. As for the orbital gap: 0.291 Ha. The calculation puts the HOMO energy at -7.768 eV. The calculation puts the energy above the lowest of the compared OMol25 structures with the same formula, charge and spin at 20.871 eV. The value obtained for the total energy is -2384.38623 hartree.

ORCA input file:
```
! RIJCOSX wB97M-V def2-TZVPD def2/J DEFGRID3
* xyz 0 1
H 3.99918 -0.81845 -0.02018
C -2.80843 -0.75076 -3.70364
H -3.47822 -1.13242 -4.47423
C 1.61702 3.23075 1.19149
H -3.20070 4.64050 -0.11417
H -2.84851 -0.65465 -0.97421
H -0.80405 1.13965 4.14114
C -0.09855 -5.22461 3.60777
O 0.20458 3.23827 -5.74822
H 1.76814 -1.92908 -0.01429
C 4.28611 -0.76661 1.83029
H -2.09599 -1.08030 4.39334
H 5.23412 2.91584 -3.17394
C -3.53981 -0.34786 -2.43251
H -4.73524 3.11297 -0.30616
H 1.10276 5.34511 -3.30711
H -1.80089 2.41096 -1.06640
H -0.28778 -0.49366 -0.69743
C -0.98299 -3.55091 -2.48988
H 5.05378 1.45824 -1.53118
H 0.56382 3.50032 1.11280
O 3.39936 0.46148 3.68834
H 0.29695 5.42025 -4.94325
H 4.06730 -1.72313 4.42215
H -2.61512 -4.79470 4.43338
H -0.32418 -2.97978 0.40529
H 2.25383 -0.63345 2.36063
C -2.48426 2.86800 -0.35072
H 0.23590 3.03345 -0.89405
O 3.33777 1.81461 2.10033
H -0.15094 -6.30228 3.76266
O -1.32725 -5.16165 1.54882
H -4.51148 -0.17787 2.21098
H 4.00166 -0.15160 0.97651
O -2.82284 -1.34531 -0.31197
H -1.71548 0.10629 1.50595
H -2.24035 0.08705 -4.10792
H -2.17133 -4.83469 1.22907
H -1.15577 1.31063 2.38486
H 1.26283 1.53363 -3.54372
H 2.86258 2.18407 -2.85378
H -4.02244 2.72836 -1.81731
H 1.64876 0.99793 1.27443
H 2.14217 -2.67695 -1.51830
O 0.06404 1.31463 0.22331
N -1.53676 -0.88778 1.50362
H -1.92315 -5.15988 -1.45469
O 4.47740 3.50245 -3.10412
H 3.50870 1.20155 3.08672
H -4.19276 1.53312 2.32143
C 0.15497 1.95873 -1.05688
H 0.09760 1.74794 3.05060
H -4.34661 1.47480 -3.34289
H 4.98794 -2.58724 -1.71836
H -0.30632 -4.05731 -3.17818
H 2.16774 4.06289 1.63006
C 2.59906 -2.33977 -0.58788
C -2.70821 0.42997 3.45797
H -0.23003 -5.01355 -0.91390
H -3.20363 0.48638 1.38164
H 2.68128 -0.51105 -2.42422
H -2.25028 1.43123 1.14577
C -4.69232 0.60888 -2.77830
H 0.22674 3.98087 -6.35623
H 0.63292 -2.15335 -1.94403
H 4.73157 2.69842 -0.41106
C -2.03258 2.49646 1.06829
C -0.41727 -2.09387 -2.22977
H 0.86379 -5.09055 3.11379
H -0.05231 -3.00730 2.04681
H 1.93641 3.49402 -4.74783
C 3.20709 -0.64712 2.88904
O -2.68641 0.32658 -1.57240
H 3.66898 2.71566 2.09623
H 2.26313 -1.70068 4.49090
H -0.95561 2.58209 1.21284
C 0.24028 -2.43825 1.16439
C 3.55119 2.84587 -2.32847
H -0.37378 1.82074 -3.60951
H -4.01270 -1.17973 -1.91052
H 2.09366 4.46068 -2.52727
H 0.57517 2.77812 -2.44179
H -1.96726 -1.24580 0.10552
H -5.14853 0.90621 -1.83408
C 0.88440 3.43948 -4.46782
H -4.19201 1.46954 -0.55115
H -1.00085 -1.55203 -1.48550
O 2.78770 -0.21623 -1.51683
H -2.40840 -4.23564 -3.57256
C 1.16262 1.56996 3.19942
C 4.24587 2.10201 -1.18340
H 1.73240 3.47021 -1.22382
H -0.62989 1.66676 -1.75463
C -0.15129 -0.92873 1.33048
H 3.99965 -2.02091 -2.98478
C -3.94306 2.51154 -0.75206
H 1.21261 0.52875 3.51798
H 1.32949 -2.47553 1.18247
H -1.93897 2.39270 3.48374
H 3.24745 -2.77338 3.32406
H 4.52502 -1.76141 1.45424
C 4.48482 -1.68576 -2.06806
H 0.32310 -0.57353 2.24529
C 3.57796 -1.21327 -0.94473
O -2.26931 -0.92165 3.46253
H -0.56737 -1.54198 -3.15766
O -3.26250 -2.35276 2.36845
H -3.19197 0.75255 4.37993
H 3.00372 4.59615 -1.02201
H -2.68394 2.98603 1.79228
H 1.39554 -0.28481 -0.05008
C 0.33081 -0.12686 0.12166
H -0.56565 4.91830 -3.69630
O -2.40397 4.28835 -0.51766
H 1.56250 2.08356 4.07373
H -2.21258 0.97483 -2.09857
H -3.40926 -4.36456 2.96582
C 1.91557 1.84729 1.90333
C -3.71439 0.55393 2.34220
H -1.80107 -1.14756 2.44317
C -2.60785 -4.98888 3.36084
C -1.26561 -4.59979 2.85807
C 0.55929 2.36071 -3.44858
H 3.07631 -3.15929 -0.05055
H 5.25603 -0.93651 -2.24681
H 0.02269 -4.73061 4.57181
C -1.10505 -4.46550 -1.26327
H -2.79739 -6.06108 3.31011
H 3.60038 1.43863 -0.60777
C 2.59315 3.89037 -1.74409
H -2.15924 -1.55590 -3.35955
H -5.37933 0.05177 -3.41530
H -2.90238 -1.63642 2.89134
H 1.11538 1.69354 -1.49889
O -2.24095 -3.39560 -3.13909
C -1.56257 1.37369 3.39415
H 5.22202 -0.33496 2.18504
C 3.14094 -1.82885 3.85756
H -2.63398 -2.46937 1.65600
H 1.92939 3.19934 0.14768
H -1.15951 -3.52601 2.70369
C 0.46736 4.84136 -4.03553
H -1.35304 -3.88872 -0.37223
*
```

Here are the Löwdin charges for atoms 1 to 99, given in e: number 1, H, carries 0.050; number 2, C, carries -0.022; number 3, H, carries 0.100; number 4, C, carries 0.010; number 5, H, carries 0.078; number 6, H, carries -0.177; number 7, H, carries 0.103; number 8, C, carries -0.034; number 9, O, carries -0.071; number 10, H, carries 0.009; number 11, C, carries -0.028; number 12, H, carries 0.195; number 13, H, carries 0.093; number 14, C, carries -0.430; number 15, H, carries 0.093; number 16, H, carries 0.064; number 17, H, carries 0.074; number 18, H, carries 0.093; number 19, C, carries -0.392; number 20, H, carries 0.078; number 21, H, carries 0.079; number 22, O, carries -0.074; number 23, H, carries 0.076; number 24, H, carries 0.083; number 25, H, carries 0.080; number 26, H, carries 0.066; number 27, H, carries 0.091; number 28, C, carries -0.398; number 29, H, carries 0.099; number 30, O, carries 0.000; number 31, H, carries 0.084; number 32, O, carries -0.069; number 33, H, carries 0.113; number 34, H, carries 0.040; number 35, O, carries -0.070; number 36, H, carries 0.042; number 37, H, carries 0.090; number 38, H, carries 0.077; number 39, H, carries 0.033; number 40, H, carries 0.092; number 41, H, carries 0.099; number 42, H, carries 0.075; number 43, H, carries 0.101; number 44, H, carries 0.076; number 45, O, carries -0.238; number 46, N, carries -0.013; number 47, H, carries 0.089; number 48, O, carries -0.002; number 49, H, carries -0.144; number 50, H, carries 0.104; number 51, C, carries -0.174; number 52, H, carries 0.012; number 53, H, carries 0.084; number 54, H, carries 0.085; number 55, H, carries 0.128; number 56, H, carries 0.098; number 57, C, carries -0.055; number 58, C, carries -0.321; number 59, H, carries 0.090; number 60, H, carries 0.047; number 61, H, carries 0.097; number 62, H, carries 0.023; number 63, C, carries -0.047; number 64, H, carries 0.073; number 65, H, carries 0.047; number 66, H, carries 0.089; number 67, C, carries -0.070; number 68, C, carries -0.028; number 69, H, carries 0.072; number 70, H, carries 0.049; number 71, H, carries 0.136; number 72, C, carries -0.513; number 73, O, carries -0.070; number 74, H, carries 0.133; number 75, H, carries 0.080; number 76, H, carries 0.064; number 77, C, carries -0.001; number 78, C, carries -0.463; number 79, H, carries 0.093; number 80, H, carries 0.158; number 81, H, carries 0.042; number 82, H, carries 0.015; number 83, H, carries -0.047; number 84, H, carries 0.064; number 85, C, carries -0.399; number 86, H, carries 0.063; number 87, H, carries 0.041; number 88, O, carries -0.103; number 89, H, carries 0.100; number 90, C, carries -0.050; number 91, C, carries -0.036; number 92, H, carries 0.017; number 93, H, carries 0.066; number 94, C, carries -0.327; number 95, H, carries 0.091; number 96, C, carries -0.046; number 97, H, carries 0.074; number 98, H, carries 0.059; number 99, H, carries 0.122